C5H7NO | wB97M-V/def2-TZVPD

- Expectation value of S²: 2.029
- Multiplicity: 3
- Relative energy (zero: lowest compared OMol25 entry of this formula, charge and spin): 95.3 kJ/mol
- HOMO (alpha / beta): -6.47 / -10.08 eV
- HOMO-LUMO gap (alpha / beta): 7.53 / 9.57 eV

Each line ends with the natural charge from an NBO analysis.
Cartesian coordinates (Å):
O1 -1.4267 -0.6627 -1.1266  -0.47
N1 -0.8488 -0.9039 1.0455  -0.45
C1 1.4273 0.1837 -0.1599  -0.07
C2 -2.0089 0.4280 -0.4260  -0.15
C3 -1.6435 0.1139 1.0030  -0.01
C4 2.4886 -0.5506 -0.0422  -0.54
C5 -0.6468 -1.3142 -0.2181  0.31
H1 3.5030 -0.1526 -0.0013  0.21
H2 -1.5446 1.3685 -0.7677  0.19
H3 -0.1892 -2.2383 -0.5007  0.19
H4 -3.0830 0.4804 -0.6270  0.20
H5 -1.9094 0.6963 1.8600  0.20
H6 2.4362 -1.6279 0.0261  0.21
H7 1.2056 1.2212 -0.2484  0.17


C14H25N5O6Tl | wB97M-V/def2-TZVPD

- Net charge: +1
- Relative energy (zero: lowest compared OMol25 entry of this formula, charge and spin): 70.2 kJ/mol
- HOMO (alpha / beta): -10.85 / -11.64 eV
- HOMO-LUMO gap (alpha / beta): 5.93 / 7.19 eV

Each line ends with the Löwdin charge.
Cartesian coordinates (Å):
Tl1 -0.1918 0.3926 -0.9446  1.11
O1 0.8538 0.8885 -2.7236  -0.33
O2 1.3438 3.2212 -1.1729  0.01
O3 -0.1563 -1.1764 -3.8436  -0.20
O4 2.4619 -1.2784 -0.8060  0.02
O5 -2.4498 0.5011 1.3663  0.00
O6 -2.2888 -1.9513 0.5007  -0.10
N1 1.0961 0.0001 1.4465  0.00
N2 -1.0821 -1.8380 0.0421  -0.13
N3 -1.5489 1.2249 0.6638  -0.05
N4 1.2376 -1.4719 -0.8659  -0.15
N5 0.4463 2.5050 -0.3576  -0.06
C1 1.4926 -3.7020 -1.8966  0.00
C2 -0.1054 4.6824 0.6595  0.02
C3 0.7420 -2.7603 -1.0516  -0.23
C4 -1.3853 2.5033 1.0783  -0.22
C5 1.5329 -1.2095 3.4694  -0.02
C6 -0.3233 3.2344 0.4544  -0.24
C7 -1.2819 -4.2473 -0.5813  0.00
C8 -0.5395 -2.9637 -0.5234  -0.25
C9 0.8683 -1.0392 2.2440  -0.12
C10 2.4237 -0.2167 3.8878  -0.05
C11 2.6289 0.8934 3.0628  -0.03
C12 -1.9213 -0.4323 -3.0120  0.05
C13 1.9365 0.9524 1.8358  -0.13
C14 -2.2174 3.1281 2.1388  0.01
H1 -1.5883 3.5755 2.9285  0.11
H2 -2.6521 -0.5183 -2.1848  0.03
H3 -2.8429 3.9420 1.7331  0.11
H4 -1.8469 0.6280 -3.3683  0.04
H5 0.2920 4.8960 1.6613  0.12
H6 2.5701 -3.5315 -1.7858  0.09
H7 0.5806 5.1130 -0.0759  0.10
H8 1.2661 -4.7389 -1.6380  0.08
H9 0.0693 -0.2194 -3.4677  -0.01
H10 0.1738 -1.1578 -4.7814  0.11
H11 -1.0560 5.2239 0.6052  0.10
H12 2.9492 -0.3024 4.8437  0.12
H13 0.4000 1.6304 -3.1964  0.05
H14 1.2327 -3.5482 -2.9553  0.10
H15 -2.2119 -4.1340 -1.1547  0.10
H16 -1.7789 -1.2092 -3.7389  0.02
H17 1.3213 -2.1049 4.0400  0.11
H18 -0.6779 -5.0310 -1.0547  0.08
H19 -2.8755 2.3833 2.5945  0.09
H20 -1.5518 -4.5889 0.4275  0.10
H21 -2.3991 -0.4511 0.9796  0.05
H22 0.1384 -1.7647 1.8980  0.10
H23 3.2917 1.7179 3.3111  0.11
H24 1.5645 2.5597 -1.8411  0.07
H25 2.0592 1.7901 1.1492  0.10


C14H3Cl5N2O5RuSe | wB97M-V/def2-TZVPD

- Net charge: -1
- Expectation value of S²: 0.769
- Multiplicity: 2
- Relative energy (zero: lowest compared OMol25 entry of this formula, charge and spin): 149.2 kJ/mol
- HOMO (alpha / beta): -5.86 / -5.74 eV
- HOMO-LUMO gap (alpha / beta): 7.29 / 7.22 eV

Each line ends with the natural charge from an NBO analysis.
Cartesian coordinates (Å):
Ru1 -0.2624 -0.1140 0.2148  1.03
Se1 -0.4131 -0.4428 -2.2288  0.12
Cl1 0.2663 7.1640 1.1587  0.03
Cl2 0.3946 4.6842 3.0784  0.04
Cl3 -1.0418 3.8333 -2.9165  0.04
Cl4 -0.4852 6.7261 -1.8418  0.04
Cl5 -0.1941 1.8192 1.9252  0.09
O1 1.8915 -0.3540 0.3476  -0.69
O2 -3.0647 -2.9173 1.6073  -0.62
O3 3.5773 -1.8262 0.1600  -0.62
O4 -0.8336 1.7778 -0.8745  -0.73
O5 -2.0272 -0.9905 1.1016  -0.70
N1 0.4073 -3.2628 -2.8065  -0.42
N2 0.1719 -2.1678 0.6561  -0.37
C1 -0.6461 4.0995 -1.2618  -0.15
C2 -2.1247 -2.2718 1.1885  0.75
C3 -0.8746 -2.9780 0.7386  0.10
C4 -0.3895 5.3730 -0.7787  -0.06
C5 -0.7682 -4.3160 0.4191  -0.20
C6 -0.2647 3.2164 0.9172  -0.18
C7 0.0012 4.4794 1.4134  -0.05
C8 1.3588 -2.6146 0.2742  0.11
C9 2.4018 -1.5319 0.2423  0.75
C10 0.1022 -2.1771 -2.5566  0.01
C11 -0.5929 2.9616 -0.4242  0.42
C12 -0.0574 5.5775 0.5626  -0.14
C13 0.4634 -4.7929 -0.0099  -0.14
C14 1.5520 -3.9356 -0.0713  -0.18
H1 2.5284 -4.2527 -0.4063  0.25
H2 0.5717 -5.8262 -0.3121  0.22
H3 -1.6480 -4.9397 0.4835  0.24